Record 1
ORCA calculation (wB97M-V/def2-TZVPD) on a molecular structure, C40H44FN6O5P2RuS.

Values from the calculation:
HOMO (spin up / spin down) ... -7.29 / -7.66 eV
Gap between HOMO and LUMO (spin up / spin down) ... 7.26 / 6.70 eV
Expectation value of S² ... 8.760
Multiplicity ... 6

Atoms and positions in Å:
Ru1 -0.057 0.911 1.129
C1 1.713 -5.005 -3.554
C2 0.378 -5.169 -3.219
C3 -0.241 -4.283 -2.344
C4 0.469 -3.220 -1.796
C5 1.810 -3.054 -2.152
C6 2.430 -3.942 -3.015
P1 -0.265 -1.941 -0.704
C7 -1.913 -2.669 -0.339
C8 -2.993 -2.183 -1.077
C9 -4.283 -2.636 -0.839
C10 -4.511 -3.578 0.156
C11 -3.445 -4.071 0.895
C12 -2.154 -3.622 0.646
C13 0.633 -2.192 0.863
C14 1.207 -3.400 1.259
C15 1.779 -3.516 2.518
C16 1.761 -2.433 3.387
C17 1.198 -1.227 2.988
C18 0.645 -1.073 1.712
H1 2.194 -5.698 -4.231
H2 -0.187 -5.994 -3.635
H3 -1.282 -4.432 -2.084
H4 2.368 -2.216 -1.745
H5 3.473 -3.808 -3.272
H6 -2.818 -1.424 -1.832
H7 -5.111 -2.248 -1.419
H8 -5.517 -3.926 0.353
H9 -3.617 -4.806 1.671
H10 -1.331 -4.002 1.240
H11 1.203 -4.250 0.585
H12 2.227 -4.453 2.826
H13 2.189 -2.527 4.378
H14 1.185 -0.393 3.685
C19 -1.132 1.489 -2.413
C20 -1.498 2.597 -1.475
C21 -2.553 3.482 -1.798
C22 -2.902 4.467 -0.922
C23 -2.169 4.636 0.274
C24 -2.465 5.642 1.220
C25 -1.699 5.757 2.344
C26 -0.605 4.896 2.560
C27 -0.277 3.909 1.661
S1 1.149 2.907 1.899
C28 -1.095 3.747 0.500
N1 -0.819 2.718 -0.356
H15 -2.010 1.126 -2.950
H16 -0.668 0.665 -1.876
H17 -0.419 1.858 -3.155
H18 -3.086 3.353 -2.732
H19 -3.732 5.131 -1.134
H20 -3.299 6.309 1.038
H21 -1.925 6.519 3.079
H22 -0.001 5.005 3.451
C29 4.164 -1.123 0.724
N2 4.021 0.300 0.417
C30 4.105 1.133 1.616
P2 3.032 0.792 -0.806
O1 1.555 0.732 -0.615
N3 3.487 2.351 -1.097
C31 2.519 3.367 -1.480
C32 4.871 2.785 -1.153
N4 3.429 -0.252 -2.049
C33 2.446 -0.381 -3.121
C34 4.800 -0.297 -2.535
H23 3.407 -1.455 1.440
H24 5.153 -1.292 1.159
H25 4.074 -1.719 -0.179
H26 3.353 0.836 2.355
H27 3.946 2.180 1.370
H28 5.095 1.018 2.063
H29 1.512 2.972 -1.385
H30 2.692 3.693 -2.512
H31 2.603 4.233 -0.818
H32 5.537 1.986 -0.836
H33 5.024 3.641 -0.489
H34 5.147 3.093 -2.167
H35 1.446 -0.437 -2.698
H36 2.640 -1.303 -3.673
H37 2.497 0.459 -3.826
H38 5.500 -0.207 -1.707
H39 5.008 0.499 -3.261
H40 4.975 -1.256 -3.029
F1 -7.166 0.613 2.650
C35 -5.949 0.591 2.103
C36 -4.934 -0.040 2.702
N5 -3.671 -0.097 2.150
C37 -2.588 -0.749 2.894
C38 -1.826 0.291 3.738
O2 -1.980 0.278 4.947
O3 -1.117 1.124 3.061
C39 -3.398 0.542 0.986
O4 -2.290 0.554 0.445
N6 -4.450 1.186 0.391
C40 -5.769 1.290 0.840
O5 -6.603 1.901 0.217
H41 -5.060 -0.538 3.652
H42 -1.918 -1.225 2.182
H43 -3.032 -1.501 3.540
H44 -4.221 1.696 -0.453

=====

Record 2
ORCA calculation (wB97M-V/def2-TZVPD) on a molecular structure, C40H44N5O2PS2Tl.

Values from the calculation:
HOMO ... -9.55 eV
Gap between HOMO and LUMO ... 5.66 eV
Total charge ... +1
Multiplicity ... 1

Atoms and positions in Å:
Tl1 -0.534 0.566 -0.460
C1 -1.927 1.414 4.710
O1 -0.735 2.093 4.294
C2 -0.559 1.761 2.995
N1 -1.440 1.060 2.420
C3 -2.547 0.939 3.389
C4 -3.168 -0.423 3.528
C5 -4.173 -0.604 4.476
C6 -4.754 -1.849 4.654
C7 -4.354 -2.923 3.869
C8 -3.370 -2.741 2.910
C9 -2.773 -1.497 2.750
C10 0.653 2.374 2.412
C11 1.335 3.301 3.194
C12 2.417 3.963 2.672
C13 2.822 3.671 1.392
C14 2.114 2.718 0.670
N2 1.019 2.081 1.152
C15 2.601 2.380 -0.679
N3 2.106 1.527 -1.470
C16 2.937 1.567 -2.701
C17 4.053 2.567 -2.355
O2 3.692 3.058 -1.056
C18 3.466 0.222 -3.146
C19 2.966 -0.972 -2.652
C20 3.465 -2.186 -3.108
C21 4.475 -2.215 -4.056
C22 4.976 -1.023 -4.559
C23 4.469 0.186 -4.111
H1 -2.546 2.107 5.273
H2 -1.641 0.575 5.346
H3 -3.319 1.637 3.053
H4 -4.509 0.236 5.075
H5 -5.523 -1.981 5.404
H6 -4.815 -3.893 3.998
H7 -3.074 -3.568 2.276
H8 -2.009 -1.348 1.999
H9 1.001 3.484 4.203
H10 2.946 4.700 3.260
H11 3.669 4.161 0.934
H12 2.321 1.961 -3.502
H13 4.103 3.416 -3.032
H14 5.032 2.094 -2.287
H15 2.179 -0.941 -1.911
H16 3.062 -3.118 -2.729
H17 4.866 -3.161 -4.405
H18 5.761 -1.034 -5.303
H19 4.854 1.110 -4.529
S1 -2.310 2.508 -0.728
C24 -3.673 1.627 -0.144
C25 -4.638 2.313 0.623
C26 -5.770 1.681 1.074
C27 -5.941 0.307 0.854
C28 -4.983 -0.397 0.171
C29 -3.858 0.245 -0.390
S2 -2.758 -0.684 -1.338
H20 -4.492 3.371 0.800
H21 -6.530 2.243 1.603
H22 -6.818 -0.199 1.233
H23 -5.090 -1.461 0.015
C30 0.718 -4.491 0.003
C31 0.199 -3.074 -0.249
P1 0.836 -1.757 0.867
C32 2.672 -1.962 0.800
C33 3.434 -0.665 1.071
C34 0.462 -2.473 2.522
C35 0.905 -1.593 3.687
H24 0.526 -5.119 -0.868
H25 0.219 -4.951 0.854
H26 1.792 -4.508 0.191
H27 -0.891 -3.040 -0.163
H28 0.426 -2.756 -1.265
H29 2.931 -2.340 -0.193
H30 2.949 -2.726 1.530
H31 3.217 0.068 0.297
H32 4.509 -0.848 1.081
H33 3.158 -0.229 2.033
H34 0.968 -3.440 2.562
H35 -0.611 -2.652 2.570
H36 1.983 -1.424 3.675
H37 0.656 -2.070 4.635
H38 0.411 -0.621 3.656
N4 -0.352 1.298 -7.229
C36 -0.432 1.133 -5.882
C37 -0.548 2.232 -5.018
C38 -0.588 2.017 -3.659
N5 -0.530 0.805 -3.098
C39 -0.441 -0.240 -3.922
C40 -0.378 -0.136 -5.294
H39 -0.502 2.204 -7.633
H40 -0.394 0.503 -7.839
H41 -0.619 3.237 -5.413
H42 -0.679 2.855 -2.978
H43 -0.431 -1.217 -3.455
H44 -0.303 -1.027 -5.904

=====

Record 3
ORCA calculation (wB97M-V/def2-TZVPD) on a molecular structure, C40H45AsCl5N2PPtSSeSi.

Values from the calculation:
HOMO (spin up / spin down) ... -6.85 / -7.60 eV
Gap between HOMO and LUMO (spin up / spin down) ... 7.12 / 6.49 eV
Expectation value of S² ... 2.009
Multiplicity ... 3

Atoms and positions in Å:
Pt1 -0.080 0.656 -0.133
C1 3.387 0.261 -0.110
C2 3.702 1.735 0.067
As1 5.558 2.095 0.629
C3 5.733 0.632 1.916
C4 6.082 -0.675 1.585
C5 6.106 -1.665 2.557
C6 5.778 -1.360 3.871
C7 5.437 -0.061 4.213
C8 5.423 0.931 3.240
C9 6.450 1.286 -0.911
C10 5.826 1.142 -2.149
C11 6.516 0.608 -3.231
C12 7.838 0.215 -3.089
C13 8.473 0.367 -1.864
C14 7.785 0.905 -0.786
P1 1.880 -0.144 -1.061
C15 2.192 0.548 -2.713
C16 1.996 1.921 -2.866
C17 2.249 2.536 -4.083
C18 2.673 1.782 -5.169
C19 2.831 0.410 -5.035
C20 2.595 -0.205 -3.813
C21 2.027 -1.953 -1.162
C22 1.023 -2.735 -0.601
C23 1.119 -4.119 -0.604
C24 2.232 -4.735 -1.156
C25 3.255 -3.962 -1.691
C26 3.158 -2.579 -1.688
H1 3.245 -0.204 0.868
H2 4.204 -0.282 -0.596
H3 3.053 2.179 0.826
H4 3.554 2.314 -0.844
H5 6.338 -0.928 0.563
H6 6.375 -2.677 2.285
H7 5.794 -2.134 4.628
H8 5.186 0.185 5.236
H9 5.161 1.946 3.518
H10 4.795 1.440 -2.290
H11 6.013 0.503 -4.183
H12 8.375 -0.204 -3.931
H13 9.507 0.069 -1.748
H14 8.293 1.015 0.166
H15 1.611 2.508 -2.039
H16 2.095 3.602 -4.184
H17 2.861 2.260 -6.121
H18 3.132 -0.188 -5.885
H19 2.702 -1.279 -3.734
H20 0.161 -2.254 -0.160
H21 0.321 -4.713 -0.177
H22 2.308 -5.814 -1.165
H23 4.133 -4.437 -2.109
H24 3.977 -1.992 -2.090
C27 -0.340 2.530 5.283
C28 -0.409 2.019 3.856
N1 -1.034 0.703 3.802
C29 -0.577 -0.350 3.115
S1 0.897 -0.291 2.271
N2 -1.365 -1.438 3.120
C30 -1.134 -2.666 2.374
C31 -1.518 -3.880 3.199
H25 0.125 3.515 5.306
H26 0.245 1.857 5.909
H27 -1.335 2.629 5.724
H28 0.583 1.917 3.422
H29 -0.970 2.704 3.211
H30 -1.942 0.619 4.233
H31 -2.290 -1.334 3.513
H32 -0.079 -2.688 2.102
H33 -1.715 -2.636 1.446
H34 -0.948 -3.912 4.128
H35 -1.315 -4.791 2.637
H36 -2.581 -3.877 3.447
Cl1 -3.105 0.521 1.299
C32 -2.798 -0.637 0.025
C33 -1.736 -0.416 -0.853
C34 -1.684 -1.259 -1.960
Cl2 -0.493 -0.975 -3.195
C35 -2.529 -2.359 -2.109
Cl3 -2.366 -3.428 -3.448
C36 -3.497 -2.616 -1.141
Cl4 -4.505 -4.007 -1.262
C37 -3.652 -1.730 -0.080
Cl5 -4.865 -2.022 1.115
C38 -1.680 2.312 -3.219
Si1 -1.905 3.529 -1.842
C39 -3.652 3.493 -1.207
C40 -1.463 5.245 -2.417
Se1 -0.512 3.034 -0.093
H37 -2.205 2.643 -4.118
H38 -2.064 1.334 -2.932
H39 -0.621 2.194 -3.456
H40 -4.366 3.807 -1.972
H41 -3.755 4.157 -0.347
H42 -3.910 2.483 -0.883
H43 -2.202 5.627 -3.124
H44 -0.490 5.236 -2.910
H45 -1.406 5.936 -1.574

=====

Result set for ΔE to the lowest compared entry with this formula, charge and spin: 0.00 27.49 0.45 kcal per mole, one per record in the order listed.
Result set for DFT total energy: -3531.1249 -3284.9599 -9747.3443 Eh, one per record in the order listed.